{"formula": "C25H32N5O2Si2Zr", "method": "ωB97M-V/def2-TZVPD", "gap_ev": 6.0, "total_charge": 1, "elements": ["Zr", "O", "C", "C", "C", "C", "C", "C", "C", "O", "N", "N", "C", "C", "C", "C", "C", "C", "N", "H", "H", "H", "H", "H", "H", "H", "H", "H", "H", "C", "Si", "C", "C", "N", "C", "C", "C", "C", "C", "C", "N", "Si", "C", "C", "C", "H", "H", "H", "H", "H", "H", "H", "H", "H", "H", "H", "H", "H", "H", "H", "H", "H", "H", "H", "H", "H", "H"], "coordinates": [[0.076792, 0.090627, -0.271610], [5.050514, 0.258744, 2.570418], [4.108088, 0.076008, 3.520100], [4.467189, -0.014202, 4.863957], [3.508916, -0.196340, 5.839839], [2.164271, -0.290857, 5.495638], [1.803200, -0.205133, 4.169748], [2.754501, -0.029870, 3.155630], [2.273308, 0.027633, 1.771121], [0.967319, 0.070694, 1.610967], [3.102834, 0.004399, 0.750987], [2.375968, 0.018097, -0.404639], [2.963374, -0.094381, -1.532149], [2.105627, -0.139054, -2.723895], [2.613239, -0.361830, -3.990628], [1.725331, -0.426584, -5.057457], [0.367613, -0.280615, -4.829224], [-0.071208, -0.083168, -3.530469], [0.777017, -0.017581, -2.500868], [5.913729, 0.327239, 2.994303], [5.515014, 0.064100, 5.130749], [3.813281, -0.261786, 6.875987], [1.410562, -0.431864, 6.256932], [0.762742, -0.276744, 3.887910], [4.042195, -0.190484, -1.610855], [3.677044, -0.478646, -4.140794], [2.095995, -0.594643, -6.059733], [-0.349558, -0.325148, -5.635620], [-1.123276, 0.019528, -3.291834], [-1.770316, -3.781115, 1.209122], [-1.150493, -2.938539, -0.332230], [-1.777245, -3.754821, -1.890462], [0.734608, -2.965526, -0.347577], [-1.483338, -1.219038, -0.329625], [-2.756874, -0.588963, -0.349578], [-3.967900, -1.261674, -0.350599], [-5.163916, -0.548198, -0.373053], [-5.149621, 0.833187, -0.395389], [-3.938508, 1.520615, -0.395715], [-2.743290, 0.821236, -0.372078], [-1.458551, 1.425403, -0.373775], [-1.053687, 3.127751, -0.342569], [-1.628912, 3.960355, 1.220693], [-1.636406, 4.025270, -1.871320], [0.831861, 3.030276, -0.363066], [-1.472865, -4.832239, 1.213700], [-2.856590, -3.746136, 1.297849], [-1.350892, -3.310394, 2.100714], [-1.513628, -4.814703, -1.903196], [-1.333700, -3.293263, -2.776434], [-2.860859, -3.684102, -1.990384], [1.073502, -4.001232, -0.263416], [1.206625, -2.454402, 0.501675], [1.172275, -2.593102, -1.280842], [-3.992153, -2.343667, -0.326936], [-6.103323, -1.084168, -0.369448], [-6.077349, 1.388971, -0.409841], [-3.937120, 2.603342, -0.409184], [-2.715802, 3.954845, 1.313616], [-1.301672, 5.002257, 1.242114], [-1.219618, 3.460419, 2.100882], [-2.723203, 4.026139, -1.963089], [-1.229303, 3.567979, -2.776168], [-1.308100, 5.066809, -1.848495], [1.270257, 2.541415, 0.517038], [1.258670, 4.035951, -0.355264], [1.235843, 2.564908, -1.272213]], "forces_ev_per_a": [[-0.3, 0.0, 0.1], [0.0, 0.0, 0.0], [0.0, -0.1, 0.0], [0.0, 0.0, 0.0], [0.0, 0.0, 0.0], [0.0, 0.0, 0.0], [0.0, 0.0, 0.0], [0.1, 0.1, -0.1], [-0.1, 0.0, 0.2], [0.0, 0.0, -0.3], [0.0, 0.0, -0.1], [0.2, 0.0, -0.1], [0.1, 0.0, -0.1], [0.1, -0.2, 0.1], [-0.1, 0.1, -0.1], [0.1, 0.0, 0.0], [-0.1, 0.0, 0.0], [0.0, 0.0, 0.0], [0.0, 0.0, 0.2], [0.0, 0.0, 0.0], [0.0, 0.0, 0.0], [0.0, 0.0, 0.0], [0.0, 0.0, 0.0], [0.0, 0.0, 0.0], [0.0, 0.0, 0.0], [0.0, 0.0, 0.0], [0.0, 0.0, 0.0], [0.0, 0.0, 0.0], [0.0, 0.0, 0.0], [0.0, 0.0, 0.0], [-0.1, 0.0, 0.0], [0.0, 0.0, 0.0], [0.1, 0.1, 0.0], [0.2, 0.1, 0.0], [-0.1, 0.0, 0.0], [0.0, 0.1, 0.0], [0.0, -0.1, 0.0], [0.0, 0.1, 0.0], [0.0, -0.1, 0.0], [0.0, 0.0, 0.0], [0.2, -0.1, 0.0], [-0.1, 0.1, 0.0], [0.0, 0.0, 0.0], [0.0, 0.0, 0.0], [0.1, -0.1, 0.0], [0.0, 0.0, 0.0], [0.0, 0.0, 0.0], [0.0, 0.0, 0.0], [0.0, 0.0, 0.0], [0.0, 0.0, 0.0], [0.0, 0.0, 0.0], [0.0, 0.0, 0.0], [0.0, 0.0, 0.0], [0.0, 0.0, 0.0], [0.0, 0.0, 0.0], [0.0, 0.0, 0.0], [0.0, 0.0, 0.0], [0.0, 0.0, 0.0], [0.0, 0.0, 0.0], [0.0, 0.0, 0.0], [0.0, 0.0, 0.0], [0.0, 0.0, 0.0], [0.0, 0.0, 0.0], [0.0, 0.0, 0.0], [0.0, 0.0, 0.0], [-0.1, 0.0, 0.0], [0.0, 0.0, 0.0]]}